Density functional theory data (ωB97M-V/def2-TZVPD) for 5 unconnected molecules or ions with the total composition C28H29BrF4N3.

Output
- HOMO energy: -10.47 eV
- LUMO level: -0.1581 Ha
- 2S+1: 1
- Charge: +1
- Gap between HOMO and LUMO: 6.17 eV

Each line ends with the Löwdin charge.
Geometry (Å):
C  -0.329  -2.679  4.266  -0.0109
N  -1.193  -1.635  4.911  -0.0539
C  -2.667  -1.798  4.654  -0.0845
C  -2.796  -0.916  3.412  -0.1059
N  -2.055  0.239  3.981  0.0999
C  -0.913  -0.356  4.438  -0.4477
N  0.289  0.156  4.438  -0.2958
Br  0.579  1.869  3.781  0.9309
H  -0.936  -3.353  3.657  0.0939
H  0.170  -3.259  5.041  0.0961
H  0.391  -2.226  3.580  0.0888
H  -2.963  -2.834  4.531  0.1317
H  -3.089  -1.288  5.522  0.1341
H  -3.797  -0.753  3.016  0.1363
H  -2.178  -1.280  2.580  0.1069
H  -1.951  1.049  3.384  0.1057
H  1.049  -0.402  4.802  0.1212
F  4.442  3.044  -1.641  0.0561
C  3.141  2.795  -1.416  -0.2708
C  2.250  2.844  -2.473  0.0006
C  0.908  2.582  -2.236  -0.0709
C  0.475  2.286  -0.950  -0.1067
C  1.383  2.247  0.096  -0.1055
C  2.728  2.496  -0.132  -0.0107
H  2.608  3.084  -3.465  0.1233
H  0.202  2.608  -3.055  0.1098
H  -0.573  2.085  -0.764  0.0950
H  1.032  2.018  1.093  0.0094
H  3.454  2.462  0.671  0.1147
F  9.053  6.208  2.060  0.0601
C  8.309  5.726  1.049  -0.2900
C  7.673  4.509  1.203  -0.0209
C  6.902  4.015  0.160  -0.0883
C  6.784  4.734  -1.022  -0.0984
C  7.436  5.953  -1.160  -0.0748
C  8.200  6.458  -0.117  -0.0152
H  7.784  3.960  2.129  0.1142
H  6.394  3.066  0.268  0.0940
H  6.190  4.347  -1.832  0.0828
H  7.348  6.513  -2.082  0.1061
H  8.709  7.409  -0.203  0.1185
F  -0.464  -0.596  -1.733  0.0673
C  -1.690  -0.951  -1.319  -0.2870
C  -2.799  -0.362  -1.899  0.0020
C  -4.064  -0.736  -1.468  -0.0674
C  -4.206  -1.687  -0.465  -0.1206
C  -3.081  -2.264  0.111  -0.1306
C  -1.811  -1.898  -0.319  -0.0317
H  -2.668  0.378  -2.677  0.1237
H  -4.940  -0.290  -1.917  0.1164
H  -5.193  -1.978  -0.134  0.1120
H  -3.193  -3.005  0.894  0.1070
H  -0.922  -2.345  0.107  0.1148
F  -6.136  -2.950  -2.621  0.0484
C  -5.373  -3.904  -3.201  -0.2727
C  -5.898  -4.636  -4.247  -0.0137
C  -5.114  -5.613  -4.845  -0.0758
C  -3.825  -5.850  -4.386  -0.0915
C  -3.316  -5.106  -3.329  -0.0752
C  -4.091  -4.120  -2.732  -0.0131
H  -6.908  -4.442  -4.586  0.1194
H  -5.510  -6.189  -5.670  0.1080
H  -3.218  -6.614  -4.852  0.1033
H  -2.313  -5.293  -2.969  0.1043
H  -3.710  -3.531  -1.920  0.0733

Density functional theory data (ωB97M-V/def2-TZVPD) for a single C13H16N2O2 molecule.

Output
- Relative energy (zero: lowest compared OMol25 entry of this formula, charge and spin): 16.7 kcal/mol
- SMILES string: CNC(=O)C(NC(=O)c1ccccc1)=C(C)C
- HOMO energy: -8.61 eV
- LUMO level: 0.0190 Ha
- 2S+1: 1
- Charge: 0
- Gap between HOMO and LUMO: 9.13 eV

Each line ends with the Löwdin charge.
Geometry (Å):
C  -1.285  -0.711  -3.657  -0.0615
N  -1.031  -1.012  -2.270  0.0141
C  0.126  -1.595  -1.876  -0.4597
O  0.911  -2.098  -2.654  0.0664
C  0.284  -1.675  -0.386  -0.1254
N  -0.040  -0.513  0.345  0.1320
C  0.151  0.775  -0.074  -0.4253
O  0.505  1.076  -1.195  0.0981
C  -0.134  1.797  0.976  -0.1377
C  0.582  2.989  0.926  -0.0149
C  0.362  3.977  1.867  -0.0704
C  -0.587  3.790  2.858  -0.0822
C  -1.321  2.615  2.900  -0.0804
C  -1.096  1.619  1.966  -0.0396
C  0.681  -2.786  0.255  -0.2512
C  0.981  -4.075  -0.438  -0.0449
C  0.814  -2.822  1.756  -0.0492
H  -0.582  -1.293  -4.251  0.0831
H  -1.131  0.351  -3.861  0.0872
H  -2.308  -0.988  -3.918  0.0805
H  -1.579  -0.508  -1.592  0.1295
H  -0.169  -0.654  1.336  0.1139
H  1.309  3.120  0.139  0.1195
H  0.928  4.896  1.827  0.1054
H  -0.764  4.561  3.593  0.1034
H  -2.074  2.475  3.662  0.1036
H  -1.696  0.720  1.997  0.1104
H  0.865  -3.988  -1.512  0.0669
H  0.325  -4.860  -0.061  0.0870
H  2.009  -4.369  -0.228  0.0913
H  1.462  -2.022  2.114  0.0865
H  -0.159  -2.720  2.242  0.0859
H  1.242  -3.770  2.068  0.0778

Density functional theory data (ωB97M-V/def2-TZVPD) for a single C5H10O2 molecule.

Output
- Relative energy (zero: lowest compared OMol25 entry of this formula, charge and spin): 47.7 kcal/mol
- SMILES string: C[C@]1(O)C[C@@]1(C)O
- HOMO energy: -9.19 eV
- LUMO level: 0.0316 Ha
- 2S+1: 1
- Charge: 0
- Gap between HOMO and LUMO: 10.05 eV

Each line ends with the Löwdin charge.
Geometry (Å):
C  1.570  -1.125  -0.530  -0.0092
C  0.802  0.113  -0.117  -0.4654
O  1.510  1.248  -0.528  0.0053
C  0.174  0.097  1.275  -0.0003
C  -0.683  0.395  0.080  -0.4679
C  -1.861  -0.439  -0.353  -0.0023
O  -0.981  1.769  -0.123  -0.0052
H  2.568  -0.989  -0.092  0.0905
H  1.146  -2.040  -0.111  0.0785
H  1.718  -1.246  -1.609  0.0826
H  0.846  1.860  -0.890  0.0955
H  0.412  0.892  1.979  0.1156
H  0.028  -0.875  1.747  0.1146
H  -2.746  -0.184  0.245  0.0879
H  -2.097  -0.211  -1.397  0.0872
H  -1.674  -1.512  -0.255  0.0843
H  -0.731  2.247  0.680  0.1084